No. 1
The following is a DFT calculation (ωB97M-V/def2-TZVPD) of C29H46N6RuSSi4Te as an isolated structure.

Element x y z (Å)
C (-1.175, 0.884, -4.915)
H (-1.724, -6.407, -0.082)
H (-0.633, 0.968, -5.847)
H (-2.744, -4.152, -2.106)
H (5.020, 1.491, 3.642)
C (-2.447, -3.486, -1.294)
H (-3.066, 0.564, -1.577)
N (-0.819, 2.079, -1.438)
C (4.777, 1.181, 1.524)
H (-1.937, -5.435, 1.375)
C (1.309, -4.395, 3.484)
N (2.851, 4.417, -4.141)
Te (0.649, -0.796, -0.762)
C (-2.325, 0.112, -4.844)
Si (-1.862, -1.631, 2.329)
H (3.537, 3.942, -4.702)
N (0.210, 2.220, 0.948)
C (-1.864, 3.092, 1.964)
H (0.873, -5.261, 2.984)
C (-1.653, 2.543, -0.430)
C (2.187, 1.921, 1.878)
N (1.272, 4.622, -2.663)
H (0.190, 2.150, -3.855)
C (-3.003, 0.018, -3.636)
Si (1.786, -3.065, 2.252)
H (-2.014, 0.073, 4.118)
H (2.436, -0.701, 2.446)
H (-3.402, 3.008, -1.604)
C (2.310, 5.740, -4.438)
C (0.415, -4.478, -1.758)
H (-0.497, 0.250, 3.235)
C (-1.257, -5.649, 0.551)
C (-1.127, 2.631, 0.871)
H (-3.365, -2.777, 3.935)
H (2.804, -4.597, 0.573)
H (4.186, 0.997, -0.542)
C (2.211, 3.806, -3.144)
H (1.660, 6.693, -2.563)
C (3.028, 1.903, 2.984)
N (0.852, 2.287, 2.050)
H (-4.708, 3.809, 0.300)
H (3.453, -1.702, 3.483)
H (1.310, -4.912, -1.312)
H (-1.952, -3.778, 3.606)
H (2.179, -4.740, 4.047)
C (3.891, 1.242, 0.469)
C (-2.970, 3.004, -0.613)
H (0.710, -3.564, -2.276)
C (-3.162, 3.492, 1.761)
H (-1.400, 3.120, 2.939)
N (2.615, 1.619, 0.630)
Si (-0.893, -4.120, -0.466)
Si (-0.102, -2.459, 1.005)
C (1.311, 5.948, -3.278)
C (4.341, 1.527, 2.801)
H (1.815, -1.276, 3.996)
H (0.325, 6.237, -3.636)
H (0.744, 4.404, -1.831)
C (-3.112, -0.728, 1.272)
H (-2.686, -0.415, -5.716)
S (2.588, 2.226, -2.642)
H (-2.706, 0.223, 0.942)
H (0.038, -5.177, -2.507)
Ru (1.037, 1.780, -0.732)
C (2.430, -1.545, 3.136)
H (4.036, -3.894, 1.620)
H (2.624, 2.165, 3.950)
C (-1.387, 1.465, -2.583)
H (-3.278, -3.430, -0.587)
H (-4.020, -0.526, 1.846)
H (-3.260, -3.681, 2.426)
C (-2.542, 0.686, -2.513)
C (-3.697, 3.459, 0.463)
H (-0.677, -1.033, 4.430)
H (0.577, -4.021, 4.202)
H (3.096, 6.492, -4.447)
H (1.811, 5.740, -5.408)
H (5.796, 0.869, 1.345)
H (-3.761, 3.848, 2.587)
H (-3.385, -1.303, 0.388)
C (-2.680, -3.106, 3.150)
C (-0.709, 1.552, -3.795)
H (-3.892, -0.594, -3.557)
H (-0.347, -6.081, 0.968)
H (3.324, -2.932, 0.318)
H (-2.287, -2.491, -1.713)
C (-1.196, -0.477, 3.648)
C (3.110, -3.683, 1.081)

Cartesian forces (eV/Å) of the 3 atoms listed first:
C -0.012 -0.009 -0.007
H -0.010 -0.034 -0.006
H 0.002 -0.007 -0.024

ΔE to the lowest compared entry with this formula, charge and spin ... 0.000 eV
DFT total energy ... -3380.20292 a.u.
Highest occupied orbital energy (spin up / spin down) ... -0.35329 / -0.34985 Eh
Charge ... +1
Expectation value of S² ... 0.83
Multiplicity ... 2

=====

No. 2
The following is a DFT calculation (ωB97M-V/def2-TZVPD) of a 2-piece molecular cluster, C5H13N overall.

Element x y z (Å)
C (-1.793, 0.281, -1.172)
H (-2.691, -0.244, -0.876)
H (1.545, 1.529, 1.880)
C (0.940, -0.486, 1.525)
H (1.173, -0.241, -2.404)
H (-1.680, 1.336, -0.950)
C (1.566, 0.818, 1.056)
N (0.209, 0.068, -2.438)
H (-0.744, -1.525, -1.445)
H (-1.049, 0.380, 1.734)
H (2.529, 0.617, 0.607)
H (-0.186, -0.190, 3.268)
H (0.739, -1.111, 0.660)
C (-0.762, -0.455, -1.608)
H (1.008, 1.364, 0.289)
C (-0.433, -0.368, 2.215)
H (-1.050, -1.267, 2.192)
H (0.187, 1.085, -2.431)
H (1.649, -0.947, 2.201)

Cartesian forces (eV/Å) of the 3 atoms listed first:
C 0.270 -0.627 0.694
H 0.081 0.189 0.518
H 0.797 0.035 0.183

SMILES ... C=CN.CCC
ΔE to the lowest compared entry with this formula, charge and spin ... 1.442 eV
DFT total energy ... -253.01010 a.u.
Highest occupied orbital energy ... -0.30292 Eh
Charge ... 0

=====

No. 3
The following is a DFT calculation (ωB97M-V/def2-TZVPD) of a 2-piece molecular cluster, C4H10Cl overall.

Element x y z (Å)
C (-0.550, -1.571, -1.160)
C (1.193, -3.480, -0.665)
Cl (1.061, -0.527, 2.979)
H (0.074, -1.149, -1.948)
H (0.969, -1.285, 2.003)
H (1.733, -2.639, -0.370)
H (-0.708, -3.644, -1.709)
H (-1.587, -1.459, -1.509)
H (0.570, -4.592, 1.158)
H (1.543, -5.563, 0.122)
H (-0.465, -0.893, -0.297)
C (-0.260, -3.081, -0.894)
H (-0.845, -3.309, 0.017)
C (1.387, -4.542, 0.413)
H (2.237, -4.295, 1.062)

Cartesian forces (eV/Å) of the 3 atoms listed first:
C -0.144 -0.163 -0.323
C -2.333 -0.840 1.961
Cl 0.103 0.873 1.125

ΔE to the lowest compared entry with this formula, charge and spin ... 0.975 eV
DFT total energy ... -618.50432 a.u.
Highest occupied orbital energy (spin up / spin down) ... -0.31917 / -0.42354 Eh
Charge ... 0
Expectation value of S² ... 0.75
Multiplicity ... 2